# 1
{
  "formula": "C5H8N2OS",
  "method": "ωB97M-V/def2-TZVPD",
  "species": ["N", "N", "O", "S", "C", "C", "C", "C", "C", "H", "H", "H", "H", "H", "H", "H", "H"],
  "xyz": [[-1.31423, -1.30344, -1.81504], [-1.42292, -1.45940, 0.72433], [-0.08116, 2.01540, 0.70400], [-2.40507, -1.88680, -0.59134], [-0.32972, -0.74012, -1.21877], [-0.38346, -0.85209, 0.24792], [0.75005, -0.09585, -2.01863], [0.05991, 1.06007, 1.77269], [0.60281, -0.27297, 1.21707], [-0.86668, 1.86533, 0.14425], [0.96069, 0.92725, -1.60015], [1.69666, -0.65753, -1.99953], [0.44839, 0.06242, -3.06741], [-0.84960, 0.94585, 2.30802], [0.75871, 1.45690, 2.49723], [1.54220, -0.07782, 0.67755], [0.83340, -0.98719, 2.01782]],
  "homo_ev": -9.4,
  "largest_force_ev_per_a": 2.643,
  "gap_ha": 0.36407,
  "e_above_lowest_kj_mol": 129.1
}

***

# 2
{
  "formula": "C2H8N2O",
  "method": "ωB97M-V/def2-TZVPD",
  "species": ["N", "O", "H", "H", "H", "H", "N", "C", "C", "H", "H", "H", "H"],
  "xyz": [[1.84273, 0.65235, 1.69235], [1.31322, -0.57752, 1.82185], [1.40119, 1.33054, 2.27256], [2.89788, 0.52331, 1.84308], [1.81609, 1.06032, 0.71168], [-0.63440, 0.16934, 0.60514], [-0.11200, 0.61761, -0.22189], [-0.62047, 0.08259, -1.27649], [-1.69642, -0.90168, -1.38592], [-0.29837, 0.32965, -2.25429], [-1.43513, -1.70974, -1.97034], [-1.85467, -1.29732, -0.34944], [-2.61964, -0.27945, -1.48830]],
  "homo_ev": -8.2,
  "largest_force_ev_per_a": 4.979,
  "gap_ha": 0.33733,
  "e_above_lowest_kj_mol": 452.7
}

***

# 3
{
  "formula": "C3H6ClN2O4S",
  "method": "ωB97M-V/def2-TZVPD",
  "species": ["O", "S", "O", "O", "O", "N", "C", "C", "N", "C", "Cl", "H", "H", "H", "H", "H", "H"],
  "xyz": [[2.51767, 1.94268, 0.07746], [2.95969, 0.51876, -0.04246], [4.36797, 0.35426, -0.02941], [2.42638, 0.04917, -1.53959], [2.32474, -0.49632, 0.99205], [1.15310, -0.64412, 1.74545], [0.02406, -1.05565, 1.02282], [-0.88392, 0.02076, 0.42236], [-0.17740, 0.76824, -0.58578], [-0.01671, 2.00217, -0.64494], [-0.65714, 3.10996, 0.48810], [1.46189, -0.02338, -1.23088], [-0.48589, -1.45884, 1.88710], [0.19739, -1.87511, 0.30022], [-1.84942, -0.33243, 0.21242], [-1.07919, 0.82802, 1.14363], [0.68278, 2.39833, -1.38964]],
  "homo_ev": -2.8,
  "largest_force_ev_per_a": 4.101,
  "gap_ha": 0.22117,
  "total_charge": -1,
  "e_above_lowest_kj_mol": 320.0
}

***

Question: What is the formula in the second record?
Answer: C2H8N2O